Entry from the Open Molecules 2025 dataset: C15H22Br4N2O2 as an isolated structure (ωB97M-V/def2-TZVPD).

Each line ends with the natural charge from an NBO analysis.
Positions of all 45 atoms, in Å:
C 0.371 4.603 0.080  -0.612
H 0.283 5.246 0.953  0.209
H 1.414 4.314 -0.037  0.198
H 0.085 5.177 -0.796  0.222
C -0.537 3.379 0.223  -0.056
C -1.991 3.832 0.344  -0.614
H -2.657 2.977 0.410  0.229
H -2.276 4.415 -0.527  0.219
H -2.131 4.445 1.231  0.204
C -0.177 2.596 1.504  -0.236
N 1.178 2.085 1.522  -0.604
C 1.490 0.807 1.275  0.711
O 0.675 -0.057 1.006  -0.645
C 2.969 0.484 1.386  -0.198
C 3.640 -0.009 0.140  -0.144
C 3.979 1.349 0.675  -0.452
H 4.950 1.481 1.132  0.238
H 3.645 2.208 0.107  0.234
Br 4.963 -1.412 0.219  0.083
Br 2.627 -0.107 -1.502  0.089
C 3.303 -0.130 2.727  -0.597
H 3.049 0.565 3.526  0.219
H 4.361 -0.370 2.797  0.228
H 2.726 -1.043 2.869  0.238
H 1.914 2.740 1.735  0.404
H -0.852 1.745 1.614  0.239
H -0.307 3.252 2.368  0.205
C -0.368 2.494 -1.030  -0.227
N -0.964 1.190 -0.906  -0.652
C -1.990 0.771 -1.661  0.703
O -2.607 1.462 -2.445  -0.628
C -2.326 -0.700 -1.435  -0.202
C -3.357 -0.988 -0.387  -0.145
C -3.726 -1.102 -1.827  -0.435
H -3.897 -2.088 -2.234  0.231
H -4.351 -0.328 -2.255  0.258
Br -4.073 0.451 0.673  0.071
Br -3.219 -2.595 0.674  0.066
C -1.163 -1.646 -1.621  -0.607
H -1.512 -2.671 -1.726  0.225
H -0.608 -1.375 -2.517  0.223
H -0.485 -1.602 -0.769  0.237
H -0.510 0.538 -0.274  0.439
H -0.846 2.984 -1.881  0.239
H 0.698 2.367 -1.255  0.195

* gap between HOMO and LUMO: 0.358 hartree
* DFT total energy: -11140.832392 hartree
* LUMO: 0.0113 Ha
* ΔE to the lowest compared entry with this formula, charge and spin: 0.00 kJ/mol